[1]
Formula: C30H39IrN8O2SSe
Source: the OMol25 dataset
Level of theory: ωB97M-V/def2-TZVPD

XYZ file:
```
82
Properties=species:S:1:pos:R:3
Ir -1.72464 0.97364 -0.04260
N -0.58120 -0.09215 8.07994
C -0.54395 -0.17701 6.76628
C -0.93306 -1.39576 6.11436
C -0.89472 -1.46989 4.75636
C -0.47374 -0.34890 4.01367
C -0.08603 0.85568 4.62735
C -0.11562 0.95158 5.98695
S -0.49258 -0.47836 2.24124
O -0.05257 -1.79652 1.90994
O 0.27580 0.64736 1.73376
N -1.99122 -0.13227 1.79908
C -2.90754 -1.11817 1.42229
N -3.45983 -0.81806 0.24336
C -4.40133 -1.65068 -0.21361
C -4.76837 -2.76895 0.50676
C -4.10765 -2.98934 1.70779
N -3.17156 -2.15886 2.17934
H -0.88027 -0.87143 8.65325
H -0.31461 0.75562 8.56511
H -1.25430 -2.23982 6.71209
H -1.19268 -2.37248 4.23800
H 0.23333 1.68921 4.01739
H 0.17614 1.86529 6.48975
H -4.84946 -1.41082 -1.17009
H -5.53261 -3.44320 0.15031
H -4.33404 -3.85465 2.31822
C 3.63740 4.18134 -1.08573
C 2.41972 3.74327 -1.89417
C 2.29487 2.22463 -2.01929
C 1.86311 1.58788 -0.70630
N 2.04657 0.12740 -0.72128
C 1.14937 -0.79952 -1.09592
Se -0.57526 -0.58926 -1.66680
N 1.76060 -2.04210 -1.05746
C 1.10493 -3.31849 -1.42164
C 1.11322 -3.55343 -2.92781
C 2.50578 -3.66736 -3.53501
C 2.44801 -3.97113 -5.02930
C 3.03951 -1.88197 -0.66301
C 4.07929 -2.81496 -0.47836
C 5.27939 -2.31611 -0.11143
C 5.48299 -0.90094 0.08765
C 4.47905 0.02058 -0.07772
C 3.24898 -0.48496 -0.45114
H 3.70981 5.26714 -1.05200
H 4.55805 3.80774 -1.53742
H 3.59878 3.83720 -0.04919
H 2.48141 4.16504 -2.89743
H 1.50530 4.15152 -1.44861
H 3.25672 1.80436 -2.32753
H 1.57105 1.95682 -2.79504
H 0.81215 1.77604 -0.49619
H 2.43073 1.96386 0.14259
H 0.09796 -3.27733 -1.01400
H 1.64721 -4.10282 -0.89676
H 0.54492 -2.76204 -3.42588
H 0.55999 -4.48090 -3.09687
H 3.06128 -4.45933 -3.02333
H 3.06329 -2.73675 -3.38071
H 1.96324 -4.93030 -5.21288
H 3.44689 -4.01451 -5.45937
H 1.88620 -3.20324 -5.56384
H 3.93026 -3.87289 -0.63912
H 6.10977 -2.99467 0.02995
H 6.46223 -0.54256 0.37634
H 4.66422 1.07540 0.06980
C -6.48863 3.47351 -1.27483
C -5.01809 3.26259 -1.38736
C -4.06553 3.87914 -2.17798
C -2.84918 3.26427 -1.88618
N -3.04194 2.31641 -0.96218
N -4.36841 2.32710 -0.67399
C -1.49710 3.54474 -2.45038
H -6.73699 4.50357 -1.51770
H -6.84701 3.26210 -0.26798
H -7.02074 2.82721 -1.97388
H -4.23385 4.67874 -2.87970
H -4.74524 1.68105 -0.00002
H -1.19272 4.56637 -2.22492
H -1.50461 3.43151 -3.53432
H -0.75062 2.85794 -2.04260
```

The energy above the lowest of the compared OMol25 structures with the same formula, charge and spin is 0.00 kcal per mole. For the LUMO energy (spin up / spin down), the calculation gives -7.17 / -11.22 eV. As for the total energy: -126752.7463 eV. For the HOMO energy (spin up / spin down), the calculation gives -15.8 / -15.9 eV. The total charge is +3. The HOMO-LUMO gap (spin up / spin down) comes out at 0.317 / 0.172 hartree. The multiplicity is 6. The value obtained for the maximum force is 1.34 eV Å⁻¹.

[2]
Formula: C30H39N4O3SSbSe4TcTe
Source: the OMol25 dataset
Level of theory: ωB97M-V/def2-TZVPD

XYZ file:
```
84
Properties=species:S:1:pos:R:3
Tc -1.59218 0.92707 3.26600
N -2.89173 2.07099 4.49505
C -4.34681 1.72373 4.46738
C -4.94597 1.88882 3.08380
C -4.38845 0.88399 2.11784
O -5.06559 0.10777 1.49027
O -3.05787 0.89723 1.96177
H -2.55321 2.02150 5.45554
H -2.75970 3.03384 4.18469
H -4.87654 2.35149 5.18143
H -4.43481 0.69117 4.79966
H -4.73937 2.89023 2.69606
H -6.02392 1.76472 3.13923
Se -1.69650 0.70613 7.60278
Sb 0.45313 -0.12479 7.83977
Se -1.51036 -1.04457 4.19431
Se 0.54343 1.75336 4.32434
Se 1.76323 0.32725 5.61712
C -2.71114 -3.86818 -2.73601
N -2.07587 -2.81876 -1.93946
C -2.67617 -2.16713 -0.97777
N -3.94032 -2.42219 -0.65279
S -2.00460 -0.89874 0.02944
H -2.00757 -4.17887 -3.50109
H -3.61063 -3.49402 -3.22632
H -2.95952 -4.73169 -2.11809
H -1.11563 -2.56532 -2.14809
H -4.48691 -3.10716 -1.14915
H -4.41492 -1.81757 0.00920
C 1.57548 -3.35942 -5.89728
C 1.20734 -2.61570 -4.63956
C 0.56029 -1.38724 -4.69408
C 0.20574 -0.68808 -3.54511
C -0.51196 0.63783 -3.71466
C 0.52352 -1.24453 -2.28887
Te 0.15290 0.12044 -0.66154
N -0.54690 1.00702 1.42153
C -0.64365 2.30248 1.40959
O -1.08443 2.82474 2.55078
C -0.30488 3.25922 0.31964
C 0.70381 4.19224 0.54859
C 1.03708 5.10484 -0.44274
C 0.35266 5.09665 -1.65099
C -0.67986 4.19132 -1.86430
C -1.01065 3.27312 -0.88067
C 1.99606 -0.21691 0.30839
C 2.19668 -0.93233 1.48306
C 1.15327 -1.78370 2.15396
C 3.47195 -0.90644 2.04274
C 4.52253 -0.20888 1.46572
C 5.90107 -0.22369 2.07333
C 4.27776 0.49294 0.28874
C 3.02753 0.51434 -0.31015
C 2.83509 1.32566 -1.57770
C 1.16464 -2.49493 -2.20539
C 1.47954 -3.17671 -0.89850
C 1.48681 -3.15553 -3.38635
H 1.47944 -2.72697 -6.77806
H 0.92673 -4.22724 -6.03529
H 2.60008 -3.72823 -5.84544
H 0.32705 -0.95561 -5.66227
H -0.81237 0.77165 -4.75166
H 0.12560 1.48545 -3.44856
H -1.41637 0.70044 -3.10519
H 1.22774 4.19570 1.49756
H 1.82044 5.83102 -0.26647
H 0.61317 5.80914 -2.42319
H -1.23612 4.21221 -2.79283
H -1.84383 2.59434 -1.02434
H 0.14908 -1.58756 1.78323
H 1.16151 -1.60948 3.23017
H 1.37219 -2.84324 2.00088
H 3.64471 -1.46621 2.95790
H 5.89952 -0.69213 3.05654
H 6.29643 0.78788 2.17226
H 6.59175 -0.78043 1.43711
H 5.08546 1.04886 -0.17652
H 3.79135 1.70709 -1.93027
H 2.18390 2.19187 -1.41305
H 2.41800 0.72313 -2.39138
H 0.71026 -2.98110 -0.15108
H 2.43248 -2.83224 -0.49369
H 1.54909 -4.25525 -1.03717
H 1.97979 -4.12213 -3.32433
```

For the LUMO energy (spin up / spin down), the calculation gives -6.73 / -7.58 eV. As for the total energy: -332083.5852 eV. For the HOMO energy (spin up / spin down), the calculation gives -13.3 / -13.4 eV. The total charge is +2. The HOMO-LUMO gap (spin up / spin down) comes out at 0.240 / 0.213 hartree. The multiplicity is 2. The value obtained for the maximum force is 0.70 eV Å⁻¹.